Record 1
{
  "formula": "C3H8N2",
  "method": "the ωB97M-V functional and the def2-TZVPD basis",
  "e_tot_ha": -228.51204,
  "largest_force_ev_per_a": 5.068,
  "total_charge": 0,
  "lumo_energy_ev": 0.99,
  "molar_mass_g_mol": 72.11,
  "de_lowest_kj_mol": 358.7,
  "symbols": ["C", "C", "C", "H", "H", "H", "H", "H", "H", "H", "H", "N", "N"],
  "positions_angstrom": [[0.824, -0.421, -0.419], [-0.533, -0.571, -1.096], [-0.532, -0.396, 0.380], [1.440, 1.127, 0.944], [2.413, 0.870, -0.724], [1.513, -1.219, -0.399], [-0.808, -1.628, -1.222], [-0.894, 0.246, -1.670], [-0.860, -1.352, 0.824], [-2.025, 0.817, 0.728], [-0.915, 0.798, 1.986], [1.369, 0.878, -0.269], [-0.992, 0.852, 0.938]]
}

Record 2
{
  "formula": "CHF3NO",
  "method": "the ωB97M-V functional and the def2-TZVPD basis",
  "e_tot_ha": -468.26657,
  "largest_force_ev_per_a": 1.797,
  "total_charge": -1,
  "lumo_energy_ev": 4.60,
  "molar_mass_g_mol": 100.02,
  "de_lowest_kj_mol": 27.5,
  "symbols": ["C", "N", "O", "F", "F", "F", "H"],
  "positions_angstrom": [[0.203, 0.372, 0.272], [-0.219, -0.394, -0.774], [0.075, -1.735, -0.439], [-0.571, 1.574, 0.319], [0.249, -0.184, 1.477], [1.497, 0.806, 0.116], [-1.234, -0.439, -0.971]]
}

Record 3
{
  "formula": "C25H32N4O4S",
  "method": "the ωB97M-V functional and the def2-TZVPD basis",
  "e_tot_ha": -1890.02439,
  "largest_force_ev_per_a": 0.902,
  "total_charge": 0,
  "lumo_energy_ev": 0.04,
  "molar_mass_g_mol": 484.62,
  "de_lowest_kj_mol": 202.0,
  "symbols": ["C", "H", "H", "H", "C", "N", "C", "C", "H", "C", "N", "C", "N", "C", "C", "C", "C", "C", "O", "H", "H", "H", "H", "H", "C", "C", "C", "C", "C", "C", "C", "C", "C", "N", "C", "O", "H", "H", "O", "C", "C", "H", "O", "H", "H", "H", "H", "H", "H", "H", "S", "H", "H", "H", "H", "H", "H", "C", "C", "H", "H", "H", "H", "H", "H", "H"],
  "positions_angstrom": [[-6.461, -1.556, 1.070], [-6.163, -1.908, 0.086], [-7.545, -1.489, 1.112], [-6.135, -2.284, 1.809], [-5.798, -0.213, 1.355], [-6.030, 0.747, 0.294], [-5.097, 1.857, 0.251], [-4.527, 2.019, -1.166], [-5.331, 2.268, -1.859], [-3.868, 0.726, -1.636], [-2.736, 0.414, -0.799], [-2.400, -0.833, -0.446], [-1.396, -0.982, 0.474], [-0.694, -2.243, 0.573], [0.575, -2.228, -0.217], [0.837, -1.784, -1.480], [2.226, -1.973, -1.685], [2.702, -2.521, -0.537], [1.711, -2.674, 0.361], [3.683, -2.836, -0.242], [2.784, -1.738, -2.568], [0.128, -1.382, -2.174], [-1.373, -3.015, 0.189], [-0.465, -2.463, 1.620], [-0.878, 0.101, 1.289], [0.481, 0.566, 0.833], [1.624, 0.116, 1.404], [2.908, 0.451, 0.888], [4.098, -0.060, 1.414], [5.314, 0.253, 0.846], [5.366, 1.128, -0.259], [4.194, 1.627, -0.800], [2.966, 1.290, -0.242], [1.794, 1.775, -0.755], [0.537, 1.489, -0.291], [-0.436, 2.023, -0.813], [1.837, 2.403, -1.550], [4.258, 2.282, -1.654], [6.546, 1.510, -0.822], [7.682, 1.206, -0.038], [7.569, -0.210, 0.522], [8.439, -0.468, 1.128], [6.448, -0.306, 1.373], [7.472, -0.922, -0.308], [8.546, 1.307, -0.696], [7.763, 1.920, 0.792], [4.076, -0.723, 2.264], [1.580, -0.546, 2.257], [-0.802, -0.270, 2.318], [-1.588, 0.930, 1.270], [-3.203, -2.165, -1.032], [-2.034, 1.149, -0.726], [-4.584, -0.095, -1.558], [-3.552, 0.823, -2.682], [-3.799, 2.832, -1.173], [-4.269, 1.662, 0.937], [-5.561, 2.803, 0.562], [-7.408, 1.130, 0.073], [-8.131, 1.768, 1.268], [-7.572, 2.620, 1.650], [-8.259, 1.050, 2.074], [-9.115, 2.113, 0.959], [-7.415, 1.833, -0.764], [-7.961, 0.242, -0.243], [-6.122, 0.159, 2.344], [-4.719, -0.381, 1.402]]
}

Record 4
{
  "formula": "C40H48BaN5O3P2",
  "method": "the ωB97M-V functional and the def2-TZVPD basis",
  "e_tot_ha": -2760.71604,
  "largest_force_ev_per_a": 0.306,
  "total_charge": 1,
  "lumo_energy_ev": -1.98,
  "molar_mass_g_mol": 846.13,
  "de_lowest_kj_mol": 0.0,
  "symbols": ["Ba", "C", "P", "C", "C", "C", "C", "C", "C", "C", "C", "C", "C", "C", "C", "C", "C", "C", "C", "C", "P", "C", "C", "C", "C", "C", "C", "C", "C", "C", "C", "C", "C", "N", "H", "H", "H", "H", "H", "H", "H", "H", "H", "H", "H", "H", "H", "H", "H", "H", "H", "H", "H", "H", "H", "H", "H", "H", "H", "H", "N", "C", "C", "C", "C", "N", "C", "N", "N", "C", "O", "O", "H", "H", "H", "H", "H", "H", "H", "H", "H", "H", "H", "H", "H", "H", "C", "C", "C", "O", "C", "H", "H", "H", "H", "H", "H", "H", "H"],
  "positions_angstrom": [[1.153, 0.974, -1.183], [1.146, 1.626, 2.529], [0.685, -0.099, 2.069], [1.967, -1.099, 2.928], [3.231, -1.097, 2.332], [4.289, -1.802, 2.888], [4.097, -2.543, 4.047], [2.844, -2.564, 4.644], [1.790, -1.846, 4.092], [-0.824, -0.359, 3.069], [-1.966, -0.866, 2.453], [-3.146, -1.056, 3.162], [-3.198, -0.731, 4.508], [-2.074, -0.204, 5.134], [-0.901, -0.019, 4.421], [0.122, 2.518, 1.904], [-0.908, 3.185, 2.533], [-1.631, 3.837, 1.509], [-1.001, 3.520, 0.321], [-1.318, 4.036, -1.047], [-2.791, 3.410, -2.014], [-4.112, 3.435, -0.753], [-4.796, 2.315, -0.292], [-5.825, 2.447, 0.633], [-6.184, 3.698, 1.108], [-5.522, 4.825, 0.637], [-4.505, 4.694, -0.293], [-2.371, 1.629, -2.167], [-2.300, 1.122, -3.463], [-1.887, -0.182, -3.714], [-1.550, -1.006, -2.654], [-1.651, -0.524, -1.352], [-2.052, 0.782, -1.096], [0.075, 2.689, 0.544], [2.155, 1.813, 2.143], [1.188, 1.758, 3.610], [3.393, -0.555, 1.404], [5.262, -1.771, 2.414], [4.922, -3.087, 4.489], [2.691, -3.123, 5.560], [0.825, -1.867, 4.581], [-1.961, -1.063, 1.387], [-4.025, -1.435, 2.657], [-4.115, -0.868, 5.066], [-2.118, 0.074, 6.179], [-0.041, 0.410, 4.920], [-1.096, 3.219, 3.596], [-2.487, 4.484, 1.627], [-0.462, 3.871, -1.708], [-1.453, 5.121, -1.025], [-4.540, 1.329, -0.657], [-6.349, 1.565, 0.979], [-6.983, 3.798, 1.830], [-5.805, 5.808, 0.990], [-4.008, 5.584, -0.663], [-2.571, 1.769, -4.289], [-1.829, -0.550, -4.730], [-1.205, -2.015, -2.831], [-1.377, -1.179, -0.533], [-2.098, 1.165, -0.082], [1.815, -3.253, -3.468], [2.924, -2.808, -2.638], [3.634, -3.923, -1.838], [2.788, -4.575, -0.741], [2.926, -3.830, 0.581], [2.034, -4.318, 1.633], [0.768, -3.948, 1.762], [0.169, -3.206, 0.842], [0.060, -4.385, 2.822], [2.434, -1.703, -1.710], [3.218, -0.785, -1.384], [1.234, -1.764, -1.294], [1.010, -3.476, -2.897], [2.066, -4.069, -4.012], [3.678, -2.351, -3.281], [4.557, -3.523, -1.407], [3.940, -4.680, -2.563], [3.092, -5.613, -0.591], [1.738, -4.607, -1.046], [2.744, -2.763, 0.464], [3.942, -3.917, 0.966], [2.395, -4.974, 2.304], [0.673, -2.789, 0.049], [-0.694, -2.757, 1.106], [0.556, -4.627, 3.664], [-0.877, -4.038, 2.947], [2.780, 2.724, -5.286], [1.473, 3.518, -5.502], [0.441, 2.791, -4.630], [1.205, 1.956, -3.740], [2.318, 1.492, -4.522], [3.482, 3.297, -4.681], [3.275, 2.464, -6.218], [1.162, 3.513, -6.545], [1.588, 4.555, -5.197], [-0.209, 2.149, -5.230], [-0.179, 3.449, -4.025], [1.975, 0.701, -5.197], [3.066, 1.074, -3.846]]
}

Record 5
{
  "formula": "C36H47BCl3HfN10O3S2Si",
  "method": "the ωB97M-V functional and the def2-TZVPD basis",
  "e_tot_ha": -4712.55602,
  "largest_force_ev_per_a": 1.838,
  "s_squared": 0.78,
  "spin_multiplicity": 2,
  "total_charge": 2,
  "lumo_energy_ev": [-6.33, -8.58],
  "molar_mass_g_mol": 1055.72,
  "de_lowest_kj_mol": 0.0,
  "symbols": ["Hf", "C", "C", "N", "N", "C", "B", "N", "C", "C", "C", "N", "N", "C", "C", "C", "N", "N", "C", "C", "C", "N", "H", "H", "H", "H", "H", "H", "H", "H", "H", "H", "H", "H", "C", "C", "C", "C", "C", "C", "C", "C", "C", "S", "C", "N", "H", "H", "H", "H", "H", "H", "H", "H", "Cl", "C", "Cl", "Cl", "C", "N", "C", "C", "C", "C", "O", "Si", "S", "O", "C", "C", "C", "C", "O", "C", "C", "C", "C", "H", "H", "H", "H", "H", "H", "H", "H", "H", "H", "H", "H", "H", "H", "H", "H", "H", "H", "H", "H", "H", "H", "H", "H", "H", "H", "H"],
  "positions_angstrom": [[-0.004, -0.455, -0.471], [2.216, -4.187, -1.186], [1.769, -2.954, -1.619], [0.669, -2.579, -0.937], [0.404, -3.585, -0.059], [1.327, -4.542, -0.183], [-0.636, -3.403, 1.096], [0.050, -2.425, 2.098], [0.443, -2.581, 3.369], [1.290, -1.540, 3.705], [1.373, -0.773, 2.560], [0.630, -1.297, 1.576], [-1.908, -2.711, 0.528], [-3.163, -3.156, 0.576], [-4.004, -2.199, 0.025], [-3.176, -1.157, -0.337], [-1.897, -1.458, -0.026], [-1.018, -4.739, 1.648], [-1.323, -5.860, 0.922], [-1.787, -6.799, 1.794], [-1.737, -6.158, 3.056], [-1.284, -4.921, 2.972], [3.063, -4.750, -1.543], [2.165, -2.331, -2.404], [1.294, -5.423, 0.441], [0.082, -3.425, 3.937], [1.778, -1.368, 4.651], [1.929, 0.141, 2.406], [-3.388, -4.126, 0.999], [-5.077, -2.251, -0.082], [-3.425, -0.217, -0.812], [-1.206, -5.891, -0.153], [-2.117, -7.802, 1.568], [-2.017, -6.557, 4.022], [-1.326, -1.443, -3.404], [-0.040, -0.754, -3.700], [0.293, -0.485, -5.038], [1.425, 0.205, -5.331], [2.257, 0.640, -4.280], [3.467, 1.346, -4.531], [4.286, 1.778, -3.506], [3.909, 1.539, -2.200], [2.709, 0.846, -1.898], [2.308, 0.661, -0.283], [1.872, 0.354, -2.972], [0.741, -0.347, -2.690], [-1.706, -1.953, -4.287], [-2.056, -0.682, -3.101], [-1.221, -2.175, -2.605], [-0.371, -0.829, -5.820], [1.692, 0.430, -6.358], [3.739, 1.542, -5.563], [5.207, 2.305, -3.717], [4.523, 1.893, -1.379], [1.901, 2.850, 3.240], [0.173, 3.079, 2.946], [-0.732, 2.912, 4.425], [-0.107, 4.621, 2.178], [-0.240, 1.991, 2.024], [-0.503, 1.148, 1.304], [-4.291, 1.138, -4.383], [-5.019, 1.091, -3.048], [-6.041, 2.211, -2.945], [-5.679, -0.256, -2.835], [-4.020, 1.201, -1.994], [-3.081, 2.398, -1.416], [-1.070, 1.602, -1.552], [-3.370, 2.723, 0.152], [-4.562, 2.832, 0.981], [-5.306, 1.505, 0.995], [-4.062, 3.149, 2.374], [-5.441, 3.959, 0.459], [-3.172, 3.621, -2.461], [-2.771, 5.016, -2.550], [-4.031, 5.863, -2.528], [-2.053, 5.146, -3.878], [-1.855, 5.374, -1.393], [-4.993, 0.985, -5.206], [-3.532, 0.350, -4.425], [-3.799, 2.106, -4.516], [-6.757, 2.137, -3.767], [-5.556, 3.187, -3.004], [-6.600, 2.141, -2.008], [-6.464, -0.416, -3.578], [-6.134, -0.305, -1.841], [-4.947, -1.064, -2.931], [-4.665, 0.717, 1.401], [-5.621, 1.219, -0.012], [-6.195, 1.583, 1.625], [-3.409, 2.347, 2.730], [-4.902, 3.237, 3.068], [-3.513, 4.093, 2.377], [-5.699, 3.801, -0.592], [-4.929, 4.919, 0.553], [-6.371, 4.013, 1.030], [-4.668, 5.626, -3.383], [-3.776, 6.924, -2.572], [-4.595, 5.682, -1.613], [-2.724, 4.887, -4.700], [-1.189, 4.476, -3.905], [-1.707, 6.172, -4.024], [-2.369, 5.210, -0.442], [-1.572, 6.427, -1.458], [-0.946, 4.766, -1.409]]
}

Record 6
{
  "formula": "C15H29AsBrN3O3PtSi2",
  "method": "the ωB97M-V functional and the def2-TZVPD basis",
  "e_tot_ha": -6486.96592,
  "largest_force_ev_per_a": 1.051,
  "s_squared": 2.03,
  "spin_multiplicity": 3,
  "total_charge": 0,
  "lumo_energy_ev": [0.21, -0.78],
  "molar_mass_g_mol": 705.49,
  "de_lowest_kj_mol": 33.7,
  "symbols": ["Pt", "O", "C", "C", "C", "N", "C", "Br", "C", "H", "H", "H", "H", "C", "C", "N", "O", "C", "C", "N", "O", "H", "H", "H", "H", "H", "H", "H", "C", "Si", "C", "C", "As", "Si", "C", "C", "C", "H", "H", "H", "H", "H", "H", "H", "H", "H", "H", "H", "H", "H", "H", "H", "H", "H", "H"],
  "positions_angstrom": [[-0.087, -0.041, 0.186], [5.899, -1.763, -0.338], [4.603, -1.428, -0.235], [4.101, -0.158, -0.497], [2.755, 0.066, -0.373], [1.843, -0.856, 0.018], [2.360, -2.070, 0.268], [1.256, -3.490, 0.854], [3.695, -2.399, 0.153], [6.420, -0.997, -0.603], [4.753, 0.655, -0.789], [2.366, 1.049, -0.583], [4.025, -3.402, 0.376], [-0.548, 4.339, -0.014], [-0.622, 2.848, 0.159], [0.473, 2.070, 0.207], [1.714, 2.739, 0.278], [-1.848, 2.180, 0.268], [-3.191, 2.845, 0.314], [-1.777, 0.848, 0.382], [-2.885, 0.127, 0.541], [0.407, 4.628, -0.448], [-0.676, 4.870, 0.934], [-1.333, 4.677, -0.689], [1.641, 3.397, 0.981], [-3.110, 3.898, 0.575], [-3.808, 2.343, 1.057], [-3.708, 2.750, -0.646], [-2.554, -0.765, -3.364], [-3.345, -1.522, -1.821], [-3.803, -3.330, -2.191], [-4.955, -0.623, -1.427], [-1.521, -1.883, -0.332], [-2.527, -2.678, 1.651], [-1.650, -1.927, 3.144], [-2.403, -4.573, 1.634], [-4.371, -2.290, 1.738], [-3.264, -0.708, -4.192], [-1.706, -1.374, -3.684], [-2.184, 0.243, -3.164], [-4.464, -3.415, -3.056], [-4.314, -3.779, -1.335], [-2.904, -3.917, -2.388], [-5.515, -0.455, -2.351], [-4.768, 0.335, -0.947], [-5.576, -1.215, -0.753], [-0.570, -2.052, 3.084], [-1.991, -2.385, 4.076], [-1.866, -0.858, 3.188], [-1.379, -4.930, 1.761], [-2.777, -4.960, 0.684], [-3.010, -5.006, 2.432], [-4.542, -1.231, 1.545], [-4.761, -2.535, 2.729], [-4.926, -2.876, 1.002]]
}

Record 7
{
  "formula": "C4H9N",
  "method": "the ωB97M-V functional and the def2-TZVPD basis",
  "e_tot_ha": -212.48092,
  "largest_force_ev_per_a": 5.930,
  "total_charge": 0,
  "lumo_energy_ev": 1.06,
  "molar_mass_g_mol": 71.12,
  "de_lowest_kj_mol": 184.5,
  "symbols": ["C", "C", "C", "C", "H", "H", "H", "H", "H", "H", "H", "H", "H", "N"],
  "positions_angstrom": [[1.416, 0.738, 0.203], [0.111, 0.089, 0.011], [-0.037, -1.293, 0.310], [-1.021, 0.622, -0.869], [1.344, 1.845, 0.286], [1.700, 0.348, 1.164], [2.088, 0.533, -0.647], [-0.155, -1.796, 1.403], [-0.942, -1.690, -0.285], [0.916, -1.788, -0.157], [-0.828, 1.429, -1.599], [-1.653, -0.209, -1.365], [-1.791, 0.277, 0.981], [-1.148, 0.896, 0.565]]
}